DFT (ωB97M-V with the def2-TZVPD basis set) results for 13 unconnected molecules or ions with the total composition C44H123N9O13 in a non-equilibrium geometry.

Net charge: 0
Relative energy (zero: lowest compared OMol25 entry of this formula, charge and spin): 3.770 eV
HOMO: -0.3146 hartree
DFT total energy: -87643.4469 eV
HOMO-LUMO gap: 0.3281 Eh

Each line ends with the Löwdin charge.
Atoms and positions in Å:
O  -0.7427  -3.0131  -3.1997  -0.110
O  6.5730  2.3156  2.5585  -0.083
O  -0.5854  0.9770  0.5511  -0.196
O  -1.6218  -3.7150  1.0791  -0.114
O  3.1541  -6.9514  1.9651  -0.214
O  2.3794  0.1267  3.9859  -0.198
O  -6.0561  3.5647  -0.2948  -0.185
O  2.0159  4.3831  3.1532  -0.188
O  4.3359  2.2678  -2.1984  -0.189
O  -2.1199  2.1528  4.0460  -0.226
O  -4.8909  -1.3835  -1.5764  -0.180
O  3.6512  -5.0195  -3.1942  -0.120
O  -2.4474  0.3965  -7.1543  -0.202
N  -2.7473  4.0467  -1.8556  0.044
N  0.5840  3.0151  -2.2599  0.065
N  -4.5348  -3.8493  1.2092  0.042
N  -3.9469  5.4216  3.9816  0.024
N  2.7844  -4.2652  -0.6245  0.031
N  0.3083  -2.5081  -0.5815  0.063
N  -1.2531  -0.0978  -4.6706  0.056
N  2.6634  5.9320  -0.1182  0.045
N  0.9714  -0.5598  7.4933  0.021
C  1.7639  5.1459  1.9597  -0.156
C  1.2638  -0.5490  -1.3620  -0.042
C  -1.0965  0.0011  -7.1519  -0.224
C  4.5307  1.8170  1.4187  -0.087
C  3.9219  -8.0937  2.2334  -0.116
C  4.0409  -2.6037  -3.4066  -0.073
C  4.3419  0.8232  -2.2663  -0.096
C  0.2391  1.0991  1.6957  -0.077
C  2.2415  0.1001  5.4102  -0.178
C  -0.2936  -0.3834  5.4452  -0.064
C  -0.7177  -4.3635  -3.4757  -0.366
C  0.7313  -0.8301  -5.7257  -0.072
C  -2.8695  1.1930  3.2953  -0.093
C  1.9036  2.7928  -2.8699  -0.420
C  -2.1215  4.9353  2.4799  -0.046
C  -4.2229  -2.3215  -0.7748  -0.190
C  -1.7569  -4.8082  -4.4851  -0.066
C  -1.1566  -3.2765  2.3164  -0.333
C  2.0790  3.7524  -4.0721  -0.034
C  -3.9301  3.3378  -1.4978  -0.421
C  -4.2346  -1.2005  -2.8157  -0.112
C  -3.2304  4.3417  3.3774  -0.425
C  2.9904  5.1826  1.0250  -0.465
C  -2.6888  3.4007  4.5228  -0.150
C  -1.3750  -4.3927  3.3502  -0.062
C  -6.9080  4.4729  0.4625  -0.083
C  -5.0504  -2.6531  0.5121  -0.381
C  1.0623  -0.7608  6.0107  -0.407
C  5.1353  2.2045  2.7081  -0.311
C  0.4874  -1.0995  -0.2060  -0.382
C  2.4331  -5.1682  0.4238  -0.396
C  -0.8496  -0.3566  0.1562  -0.149
C  3.0668  2.8396  -1.8295  -0.183
C  0.9528  4.2455  4.0649  -0.130
C  -0.4084  0.2150  -5.7820  -0.404
C  -5.0197  -1.4590  1.4680  -0.051
C  -3.5789  2.0137  -0.7806  -0.043
C  -3.0754  0.2639  -8.4769  -0.064
C  1.0998  -5.8884  0.0304  -0.026
C  -4.8496  4.2151  -0.5982  -0.220
C  3.6041  -6.1123  0.9141  -0.174
C  2.6452  -1.2103  3.5295  -0.091
C  4.3035  -4.0194  -4.0215  -0.254
C  4.2070  5.8351  1.6679  -0.042
H  -4.1527  0.1111  -8.4110  0.080
H  -1.6957  -2.3827  2.6306  0.093
H  2.0172  5.4001  -0.6837  0.065
H  -3.2730  2.1177  0.2604  0.058
H  0.1546  3.5548  3.7929  0.057
H  2.1051  1.1449  5.6893  0.120
H  -3.9247  1.3970  3.4771  0.090
H  -0.5634  0.6216  -7.8722  0.121
H  -1.2725  5.3734  3.0046  0.054
H  -6.4084  4.7454  1.3922  0.073
H  1.2427  -1.8305  5.9040  0.117
H  -1.3988  -0.8277  0.9714  0.103
H  -5.4736  -0.6000  0.9737  0.085
H  3.5276  6.0371  -0.6302  0.073
H  4.2304  0.4015  -1.2673  0.072
H  -1.6770  -4.1307  -5.3352  0.072
H  4.6719  5.2800  2.4826  0.066
H  -4.0470  -2.1150  -3.3785  0.077
H  -4.6653  5.1802  4.6492  0.071
H  0.4402  -1.8666  -5.8963  0.076
H  4.6239  2.6047  0.6710  0.065
H  0.4071  2.1230  -1.8207  0.039
H  1.1370  3.7296  -4.6201  0.066
H  1.3948  -0.6326  -6.5676  0.073
H  -0.2839  -0.5070  4.3622  0.047
H  0.4840  5.1745  4.3894  0.082
H  -2.6300  -0.5090  -9.1033  0.081
H  4.9959  0.8908  1.0813  0.086
H  4.7892  3.1223  3.1834  0.100
H  4.4776  -5.5922  1.3075  0.119
H  -4.7884  -4.6207  0.6087  0.088
H  -0.3096  -2.7602  -2.3812  0.016
H  -4.0177  -1.3698  1.8876  0.065
H  -0.0930  -3.0383  2.3101  0.102
H  -4.3047  4.3280  0.3390  0.105
H  1.2880  -0.7771  -4.7901  0.060
H  2.8516  2.4378  -0.8394  0.097
H  4.9764  6.0740  0.9337  0.078
H  -5.1137  -3.9939  2.0241  0.085
H  1.8688  -0.7533  7.9143  0.057
H  -0.0739  3.0820  -3.0233  0.051
H  -0.3270  -2.8528  0.1239  0.024
H  0.3104  -4.6151  -3.7357  0.101
H  2.2265  -4.5721  1.3127  0.123
H  -0.8118  -0.7894  -4.0817  0.022
H  3.9523  -6.7773  0.1238  0.114
H  -3.2618  -1.8600  -0.5482  0.108
H  -4.4933  1.4238  -0.7172  0.070
H  1.3175  3.7641  4.9723  0.085
H  5.3409  0.4747  -2.5281  0.085
H  1.8930  1.7478  -3.1799  0.099
H  -4.0242  -3.1808  -1.4153  0.121
H  3.6608  -3.7837  -0.4822  0.084
H  3.4114  -8.6538  3.0169  0.087
H  5.3665  -4.2603  -4.0335  0.105
H  0.9201  4.6855  1.4459  0.110
H  -2.5785  -3.7401  1.1546  0.028
H  1.4134  6.1109  2.3257  0.126
H  1.4250  0.5136  -1.1804  0.055
H  1.0768  -1.0886  0.7108  0.103
H  -2.0482  -0.6284  -4.9967  0.065
H  3.4675  1.6425  1.5835  0.069
H  -1.6407  4.1788  1.8599  0.063
H  3.1830  -0.1853  5.8794  0.115
H  -2.0695  4.0390  -1.1068  0.065
H  4.1218  -1.8731  -4.2114  0.071
H  -7.1401  5.4161  -0.0320  0.083
H  -2.9614  1.2638  -8.8957  0.083
H  3.9222  -4.0199  -5.0427  0.106
H  -0.8317  -4.8597  -2.5119  0.102
H  4.8807  -7.8117  2.6683  0.084
H  4.9442  1.4031  3.4217  0.101
H  0.4060  2.1627  1.8663  0.087
H  4.0163  -8.6989  1.3318  0.087
H  -3.2607  -0.7179  -2.7339  0.065
H  3.5857  -5.8194  -3.7209  0.089
H  0.0403  1.2061  -5.7158  0.122
H  -2.6555  1.1687  2.2268  0.063
H  -2.3167  3.6036  -2.6546  0.059
H  6.8634  2.4002  3.4696  0.071
H  0.3177  -5.1598  -0.1834  0.045
H  3.2635  4.1607  0.7619  0.096
H  0.3528  -1.2058  7.9625  0.064
H  2.2182  -1.0659  -1.4623  0.069
H  1.2574  -6.4103  -0.9135  0.074
H  -6.0925  -2.8086  0.2331  0.135
H  -3.9902  3.7895  2.8243  0.121
H  -2.7692  1.4945  -1.2933  0.063
H  -3.5115  3.2006  5.2093  0.112
H  -1.0818  -1.0114  -7.5552  0.118
H  3.6534  0.5228  -3.0561  0.072
H  -1.3842  -5.7833  -4.7985  0.070
H  2.8410  3.4357  -4.7843  0.078
H  0.7805  -6.5886  0.8022  0.074
H  -4.8208  -0.6528  -3.5535  0.093
H  -7.8224  3.9377  0.7183  0.084
H  2.2895  4.7503  -3.6874  0.077
H  -2.4356  -4.6412  3.3121  0.064
H  -0.4865  0.6622  5.6855  0.086
H  2.5875  -1.0997  2.4467  0.070
H  3.1168  -4.7409  -1.4512  0.035
H  0.7335  -0.6402  -2.3099  0.073
H  -5.6791  -1.5757  2.3281  0.074
H  3.0424  -2.6811  -2.9762  0.059
H  1.1424  -3.0771  -0.5556  0.035
H  3.9018  6.7932  2.0888  0.083
H  -1.8937  3.8464  5.1207  0.117
H  3.3281  3.8924  -1.7227  0.101
H  -1.0583  -1.1105  5.7184  0.079
H  -2.7279  -4.9215  -4.0030  0.071
H  -2.4991  5.6132  1.7144  0.077
H  -2.6768  0.2103  3.7257  0.070
H  -4.5080  3.1098  -2.3934  0.140
H  -0.7521  -5.2709  3.1800  0.075
H  -1.2494  -4.0203  4.3669  0.064
H  -5.0381  5.1290  -1.1616  0.123
H  -3.2547  5.8349  4.5900  0.070
H  -1.4236  -0.3477  -0.7704  0.112
H  -0.2232  0.6249  2.5614  0.071
H  1.9275  -2.0033  3.7394  0.075
H  4.8068  -2.3794  -2.6643  0.070
H  1.2505  0.7156  1.5608  0.059
H  3.6401  -1.4833  3.8811  0.094

=====

DFT (ωB97M-V with the def2-TZVPD basis set) results for 14 unconnected molecules or ions with the total composition C44H125N13O14 in a non-equilibrium geometry.

Net charge: 0
HOMO: -0.3186 hartree
DFT total energy: -95678.3406 eV
HOMO-LUMO gap: 0.3346 Eh

Each line ends with the Löwdin charge.
Atoms and positions in Å:
O  26.7324  1.5976  -2.7557  -0.201
O  18.2923  16.0122  1.3083  -0.092
O  10.8834  2.1379  3.8544  -0.189
O  27.4722  18.7046  2.8543  -0.208
O  27.1057  2.9264  8.0930  0.035
O  22.3253  8.8305  2.4401  -0.212
O  18.9621  3.2010  -2.7457  -0.213
O  16.7233  11.4606  -6.8853  -0.196
O  13.5078  13.6837  -0.1623  -0.095
O  19.3793  4.8746  8.9769  -0.193
O  26.3366  17.0327  12.1082  -0.199
O  32.1257  5.6177  5.2890  -0.004
O  28.9432  11.6240  -5.9284  -0.174
O  31.6086  11.2828  7.5976  -0.100
N  20.6771  4.9304  12.3416  0.020
N  25.0198  0.6185  -5.8171  0.008
N  32.8943  5.7483  3.1472  0.168
N  25.9149  18.4057  -0.5242  0.032
N  27.3707  18.7627  14.1081  0.039
N  31.5350  10.8975  -3.2517  0.034
N  32.3723  3.8378  3.9701  0.139
N  11.0408  4.8187  2.7336  0.024
N  26.3689  3.1187  10.2123  0.164
N  19.0376  3.1538  -5.4771  0.038
N  25.8971  9.4062  2.7170  0.023
N  18.4681  13.9671  -7.3300  0.044
N  27.9546  4.3468  9.4995  0.153
C  11.9885  12.4810  1.3544  -0.091
C  28.2442  10.4607  -6.2772  -0.133
C  15.4739  12.0574  -7.0439  -0.157
C  29.0287  17.0874  14.7782  -0.092
C  19.0721  4.4963  -3.4240  -0.187
C  26.4122  1.7678  -4.1410  -0.171
C  27.2098  16.4644  13.0791  -0.186
C  26.7118  -0.7665  -4.8458  -0.058
C  11.7856  3.6974  2.2579  -0.456
C  27.0665  3.4586  9.1807  -0.814
C  19.9771  5.5414  -5.5262  -0.072
C  10.0173  1.0907  4.1143  -0.143
C  25.4039  16.1127  11.6426  -0.129
C  20.0781  2.8865  -1.8842  -0.094
C  26.8075  19.8312  3.3525  -0.136
C  23.5010  9.6618  2.4044  -0.173
C  24.6627  8.9747  3.1815  -0.480
C  19.8933  13.2055  -5.5882  -0.090
C  21.1236  9.3478  1.7933  -0.084
C  25.7488  0.4029  -4.6264  -0.445
C  24.5879  9.3306  4.6374  -0.089
C  30.2311  10.8730  -3.9266  -0.392
C  25.5659  17.0577  1.4897  -0.057
C  30.5051  12.0226  8.2265  -0.271
C  27.5551  18.5710  1.4306  -0.178
C  20.3682  4.6893  9.9698  -0.176
C  30.2400  11.3901  -5.4060  -0.217
C  29.2617  11.7760  -3.1040  -0.069
C  18.8751  12.7844  -6.6064  -0.440
C  12.8970  12.4139  0.0947  -0.297
C  13.1762  3.8266  2.9118  -0.057
C  32.4538  5.1526  4.1786  -0.763
C  27.2972  2.7160  -2.0884  -0.109
C  19.7814  4.2560  -4.7384  -0.421
C  17.6029  12.1985  -5.9302  -0.139
C  29.7159  12.9711  7.2580  -0.083
C  18.7652  5.9691  11.5465  -0.091
C  19.6520  4.7560  11.3992  -0.466
C  19.8051  4.7489  7.6070  -0.097
C  17.8062  16.9404  2.2605  -0.375
C  18.7545  17.4244  3.2098  -0.099
C  26.1461  18.3333  0.9422  -0.453
C  28.1541  17.5958  13.6502  -0.413
C  11.1302  2.3100  2.4331  -0.174
H  19.1360  6.2347  -5.5327  0.074
H  20.1207  4.8533  13.1810  0.076
H  28.8025  9.7555  -6.8930  0.088
H  26.8593  20.7769  2.8130  0.093
H  27.5406  2.3430  -1.0935  0.086
H  21.2512  5.3284  9.9618  0.121
H  20.9555  2.6098  -2.4688  0.071
H  29.7323  9.9080  -4.0165  0.118
H  23.8396  9.9577  1.4115  0.119
H  20.7688  3.6831  9.8460  0.113
H  19.7288  14.1716  -5.1111  0.079
H  26.4060  19.1011  -1.0675  0.062
H  14.8036  11.8695  -6.2051  0.091
H  27.8050  4.7697  10.4044  0.100
H  29.4034  12.2876  6.4685  0.057
H  26.4448  3.3754  -1.9250  0.083
H  32.3514  10.7761  -3.8339  0.063
H  10.2772  2.1495  1.7738  0.115
H  17.8861  5.8799  10.9083  0.080
H  20.3132  8.6336  1.9393  0.080
H  28.8602  17.8649  12.8646  0.127
H  31.3255  10.4054  7.3300  0.070
H  25.9201  15.2433  11.2353  0.091
H  18.8220  4.0767  11.5935  0.133
H  11.0771  13.0781  1.3240  0.062
H  15.0827  11.6823  -7.9896  0.086
H  31.6349  11.6929  -2.6373  0.063
H  27.8975  19.1295  14.8879  0.054
H  28.8566  13.5682  7.5633  0.066
H  13.2229  3.5484  3.9647  0.082
H  20.2762  3.8210  7.2825  0.073
H  18.0201  4.7705  -3.5027  0.128
H  19.3413  11.9996  -7.2023  0.138
H  17.3988  17.6192  1.5112  0.115
H  26.1095  -1.6386  -5.1002  0.068
H  24.5942  16.9892  1.0005  0.072
H  17.0149  12.9895  -5.4647  0.121
H  9.8821  0.9769  5.1899  0.088
H  19.1601  16.5222  3.6677  0.090
H  18.1555  3.5829  -5.7173  0.057
H  33.0405  6.7464  3.1983  0.128
H  29.8845  11.2921  8.7455  0.100
H  25.8276  19.5929  3.7663  0.088
H  17.4720  14.0325  -7.4839  0.052
H  18.7493  2.3885  -4.8844  0.054
H  28.6561  4.7037  8.8666  0.128
H  28.1312  3.2448  -2.5496  0.085
H  31.0001  12.5932  9.0122  0.096
H  20.8757  10.3038  2.2545  0.081
H  24.7564  16.6913  10.9837  0.093
H  28.2888  17.7989  1.1990  0.129
H  18.3227  6.1428  12.5274  0.077
H  15.5100  13.1022  -7.3522  0.072
H  30.7108  12.3708  -5.4744  0.117
H  25.4074  17.1348  2.5653  0.084
H  27.4841  10.6637  -7.0316  0.082
H  13.5871  4.7918  2.6158  0.076
H  12.4894  12.0148  -0.8341  0.103
H  25.4721  8.9118  5.1178  0.075
H  24.8771  -0.2619  -6.2911  0.067
H  27.2083  -0.5846  -5.7990  0.079
H  19.0698  4.7756  6.8029  0.084
H  32.6037  3.4423  3.0700  0.098
H  24.9757  0.0837  -3.9275  0.131
H  20.7899  3.8699  -4.5902  0.126
H  9.0101  1.2877  3.7472  0.085
H  20.8159  6.1478  -5.1843  0.077
H  24.0556  0.8837  -5.6756  0.077
H  11.7476  3.9303  1.1937  0.132
H  29.6510  17.7599  15.3685  0.078
H  33.0174  5.3349  2.2340  0.120
H  11.7613  1.5066  2.0532  0.117
H  17.7721  11.4327  -5.1733  0.118
H  25.5232  19.1231  1.3621  0.117
H  24.7154  15.8471  12.4448  0.082
H  13.8679  3.1824  2.3690  0.068
H  20.6263  5.4544  7.4804  0.083
H  26.7329  8.9320  3.0279  0.083
H  28.0571  19.4895  1.1267  0.118
H  21.1888  9.4269  0.7081  0.077
H  26.4684  18.4757  14.4596  0.066
H  30.9510  10.8993  -6.0707  0.116
H  19.4055  6.8244  11.3306  0.086
H  19.6415  5.3011  -2.9591  0.119
H  21.3062  4.1677  12.5480  0.078
H  24.9188  18.4352  -0.6889  0.063
H  29.3314  11.7162  -2.0178  0.071
H  23.1548  10.5137  2.9896  0.111
H  26.5318  3.6687  11.0436  0.108
H  18.3601  18.1367  3.9345  0.085
H  12.5016  12.9253  2.2073  0.070
H  29.6714  16.2781  14.4317  0.073
H  27.3440  -1.0082  -3.9914  0.080
H  26.0870  16.1897  1.0857  0.087
H  17.5105  15.5508  0.9959  0.078
H  20.0167  12.4357  -4.8265  0.073
H  23.7531  8.7676  5.0548  0.080
H  27.8715  15.6936  12.6840  0.122
H  24.5476  10.4065  4.8075  0.081
H  12.8715  14.3878  -0.3074  0.077
H  11.7300  11.4476  1.5852  0.067
H  27.4981  20.0360  4.1706  0.088
H  28.1900  11.5995  -3.1952  0.069
H  11.0121  4.6921  3.7352  0.069
H  24.5073  7.8958  3.1861  0.144
H  26.5221  16.0612  13.8225  0.119
H  28.3651  16.5672  15.4690  0.075
H  10.0895  4.6568  2.4354  0.072
H  20.4428  3.7967  -1.4082  0.080
H  20.1281  5.3026  -6.5789  0.077
H  16.9647  16.3803  2.6683  0.116
H  25.9835  10.4066  2.8262  0.083
H  20.9010  13.3566  -5.9754  0.073
H  30.3338  13.6134  6.6306  0.065
H  10.3947  0.1592  3.6924  0.088
H  32.3877  3.2483  4.7901  0.114
H  25.7094  2.3577  10.1343  0.126
H  27.2466  2.1829  -4.7064  0.117
H  19.5913  18.0310  2.8636  0.082
H  19.9119  2.0451  -1.2115  0.086
H  25.6925  2.5402  -4.4125  0.105
H  18.8307  13.8105  -8.2596  0.075
H  27.6935  9.9760  -5.4710  0.086
H  13.6278  11.6490  0.3575  0.103
H  29.3412  12.8356  -3.3471  0.079

=====

> What is the net charge in the second record?

0